{"formula": "C2H4O2", "method": "ωB97M-V with the def2-TZVPD basis set", "elements": ["C", "O", "H", "H", "C", "O", "H", "H"], "coordinates": [[-1.324, 0.085, -0.864], [-1.498, -0.704, 0.015], [-2.176, 0.437, -1.487], [-0.390, 0.540, -1.223], [1.413, -0.095, 0.885], [0.927, 0.972, 0.599], [1.067, -0.946, 0.270], [1.981, -0.289, 1.805]], "forces_ev_per_a": [[-1.02, 0.48, -1.34], [0.50, -0.14, 0.32], [-0.16, -0.07, 0.24], [0.43, -0.39, 0.59], [-1.78, 0.07, -0.42], [1.03, 0.22, 0.58], [0.67, -0.35, 0.14], [0.34, 0.17, -0.10]], "homo_energy_ha": -0.3609, "max_force_ha_per_bohr": 0.0356, "lumo_energy_ev": 0.821, "spin_multiplicity": 1, "energy_ev": -6231.798, "charge": 0, "relative_energy_kj_mol": 242.1}



{"formula": "C2H4O2", "method": "ωB97M-V with the def2-TZVPD basis set", "elements": ["O", "C", "H", "H", "O", "C", "H", "H"], "coordinates": [[0.887, -0.565, -0.352], [1.323, -1.595, -0.795], [2.219, -2.086, -0.382], [0.839, -2.114, -1.639], [-2.308, 2.121, 0.420], [-1.309, 1.605, 0.775], [-1.235, 1.266, 1.840], [-0.416, 1.369, 0.133]], "forces_ev_per_a": [[-0.02, 0.30, 0.36], [-0.19, -0.26, -0.32], [0.02, 0.19, 0.12], [-0.01, 0.09, 0.01], [0.10, 0.09, -0.29], [0.13, -0.39, 0.38], [0.06, 0.03, 0.04], [-0.09, -0.04, -0.30]], "homo_energy_ha": [-0.5535, -0.5271], "max_force_ha_per_bohr": 0.0109, "lumo_energy_ev": [-6.548, -10.562], "spin_multiplicity": 2, "energy_ev": -6221.754, "charge": 1, "relative_energy_kj_mol": 194.3}